Record 1
Computed, not measured: C5H12 in the gas phase in a non-equilibrium geometry, with wB97M-V/def2-TZVPD.

Results
Structure (SMILES): CCC(C)C
F_max, eV Å⁻¹: 1.10
ΔE to the lowest compared entry with this formula, charge and spin, kcal per mole: 5.0
Frontier orbital gap, Ha: 0.451
E_LUMO, hartree: 0.0461
Charge: 0

Positions of all 17 atoms, in Å:
C  -1.25043  -0.25909  -1.64608
C  -0.13277  0.42200  -0.91795
C  0.39207  -0.29613  0.33365
C  1.70248  0.36592  0.73568
C  -0.63924  -0.27007  1.47640
H  -1.48894  0.26215  -2.57672
H  -2.19932  -0.27891  -1.06001
H  -0.95367  -1.24459  -1.96328
H  0.73986  0.58833  -1.59219
H  -0.46615  1.42189  -0.62295
H  0.61112  -1.37262  0.06834
H  1.45883  1.34398  1.11851
H  2.36335  0.47518  -0.13329
H  2.20891  -0.17720  1.53296
H  -0.26406  -0.72132  2.38727
H  -0.87790  0.77423  1.70770
H  -1.56467  -0.84690  1.24347



Record 2
Computed, not measured: C31H29N6NaO3S5 as an isolated structure, with wB97M-V/def2-TZVPD.

Results
F_max, eV Å⁻¹: 1.00
ΔE to the lowest compared entry with this formula, charge and spin, kcal per mole: 0.0
Frontier orbital gap, Ha: 0.186
E_LUMO, hartree: 0.1378
Charge: -2

Positions of all 75 atoms, in Å:
Na  0.07000  0.18887  1.04726
C  6.56692  0.79658  -0.29025
S  6.17911  -0.63672  0.72916
C  4.35707  -0.54899  0.75067
S  3.50358  -0.27138  -0.70037
N  3.93158  -0.83530  1.92679
N  2.62871  -0.68558  2.24768
C  2.01784  -1.64892  2.80933
C  0.74414  -1.39067  3.52611
C  -0.17407  -2.42224  3.71241
C  -1.33145  -2.16742  4.42405
C  -1.54079  -0.89319  4.92033
C  -0.57555  0.06961  4.66911
N  0.55022  -0.16301  4.00632
H  7.61431  0.71546  -0.58260
H  5.93027  0.78324  -1.17420
H  6.41222  1.72321  0.26123
H  2.43905  -2.65746  2.84025
H  0.01453  -3.39311  3.26901
H  -2.07777  -2.94101  4.55805
H  -2.44762  -0.63221  5.44465
H  -0.72374  1.09150  5.00188
N  -0.72081  -3.67642  -1.91897
C  0.47672  -4.12710  -2.50794
C  0.46629  -4.73249  -3.75319
C  1.65006  -5.20044  -4.31267
C  2.84884  -5.02336  -3.64284
C  2.86199  -4.38357  -2.40837
C  1.67808  -3.96518  -1.82161
S  1.68953  -3.22109  -0.23021
N  0.26157  -2.30671  -0.24791
C  -0.70688  -2.62424  -1.00240
C  -1.98413  -1.85353  -0.89223
C  -3.21214  -2.50764  -0.88742
C  -4.35061  -1.74647  -0.66997
C  -4.22192  -0.38153  -0.48238
C  -2.95099  0.17583  -0.52531
N  -1.85704  -0.54528  -0.73356
H  -1.51185  -3.66129  -2.54317
H  -0.47279  -4.84329  -4.28387
H  1.62803  -5.68752  -5.27935
H  3.77744  -5.36475  -4.08148
H  3.79405  -4.19734  -1.89022
H  -3.26811  -3.58414  -0.99156
H  -5.32300  -2.22157  -0.62096
H  -5.07790  0.24521  -0.27534
H  -2.79176  1.23654  -0.37099
O  -3.65364  0.30053  3.07990
C  -2.75836  0.89795  2.44637
O  -1.73025  0.37529  1.95237
C  -2.95323  2.40551  2.21182
C  -4.19223  2.90515  2.62516
C  -4.56091  4.22999  2.48428
C  -3.64243  5.10514  1.91113
C  -2.41230  4.64027  1.50243
C  -2.00544  3.28952  1.62376
S  -0.39365  2.92573  1.02567
H  -4.86507  2.18538  3.07383
H  -5.53334  4.57588  2.81780
H  -3.88712  6.15594  1.78520
H  -1.69382  5.32409  1.06532
O  0.85729  0.96936  -3.53839
S  0.78457  1.62612  -2.18406
C  -0.12282  3.16306  -2.47630
C  0.81983  3.98497  -3.33903
C  2.13803  3.98359  -2.55848
C  2.32471  2.57412  -1.96863
H  -0.30430  3.60407  -1.49201
H  -1.06772  2.89152  -2.94607
H  0.44185  4.99414  -3.51934
H  0.95292  3.48803  -4.30262
H  2.07605  4.70832  -1.74446
H  2.98260  4.26124  -3.19238
H  2.54375  2.57968  -0.90198
H  3.08382  1.97150  -2.46425



Record 3
Computed, not measured: C2HBaO3 as an isolated structure in a non-equilibrium geometry, with wB97M-V/def2-TZVPD.

Results
F_max, eV Å⁻¹: 2.75
ΔE to the lowest compared entry with this formula, charge and spin, kcal per mole: 106.1
Frontier orbital gap, Ha: 0.179
E_LUMO, hartree: -0.2197
Charge: +1

Positions of all 7 atoms, in Å:
O  -0.24021  -0.30770  -0.13011
O  -2.24041  -0.71537  0.02530
O  -1.66842  1.50286  -0.01043
C  -1.21335  -1.73728  0.05580
C  -1.41874  0.33706  -0.08855
H  -1.06358  -2.03063  -1.00344
Ba  2.23995  0.13368  0.05290



Record 4
Computed, not measured: a 2-piece molecular cluster, C4H8O2 overall in a non-equilibrium geometry, with wB97M-V/def2-TZVPD.

Results
F_max, eV Å⁻¹: 2.13
ΔE to the lowest compared entry with this formula, charge and spin, kcal per mole: 108.9
Frontier orbital gap (alpha / beta), Ha: 0.272 / 0.329
E_LUMO (alpha / beta), hartree: -0.0099 / 0.0256
Charge: 0

Positions of all 14 atoms, in Å:
O  1.50560  1.88618  -0.02121
C  0.99480  -0.39067  -0.44816
C  0.08782  -1.21930  0.34549
C  -1.31135  -0.66817  0.27266
C  -1.07886  0.83031  0.20279
O  -1.93235  1.62659  0.39837
H  1.58682  2.27528  -0.90925
H  2.04060  -0.44551  -0.19176
H  0.81528  -0.27571  -1.50785
H  0.44674  -1.25919  1.37146
H  0.10644  -2.24494  -0.02877
H  -1.79388  -0.91936  -0.67621
H  -1.96632  -0.98873  1.08384
H  0.49864  1.79324  0.10860